(1)
Formula: C39H73ClN5O11P2
Source: the OMol25 dataset
Level of theory: ωB97M-V with the def2-TZVPD basis set

Last column: Mulliken charge in e.
Cartesian coordinates (Å):
H  -3.23844  0.00286  -1.84635  0.150
H  -2.58315  0.63172  8.11173  0.347
C  1.86038  1.52971  0.69313  0.946
H  -1.46750  1.48052  -0.71264  -0.666
H  -1.71273  -6.21666  -1.24846  0.343
C  -4.16613  -8.24522  -2.90950  0.706
C  3.90389  3.91939  -0.55480  -0.596
C  -0.97717  -1.31753  -2.04057  -1.301
H  4.50929  4.57880  -1.15958  0.796
Cl  4.36029  2.80336  -2.96900  -0.160
H  2.27257  -3.15879  -6.17043  0.238
H  2.62184  -1.40290  -0.96062  0.376
H  -5.25149  -1.98397  0.30147  0.418
O  -4.81442  -9.18777  -2.55211  -0.552
H  -3.24117  1.71064  0.38988  0.650
C  1.33102  1.98708  -3.97210  -1.348
H  3.75959  -4.88968  -4.11992  0.357
C  2.26808  1.50968  4.49447  -0.996
H  3.89563  -6.57138  -5.26770  0.361
C  -5.56347  -0.24987  1.60439  -0.698
H  -5.61322  -7.44085  -4.23020  0.301
C  1.43435  1.50274  -2.52796  1.349
H  1.63405  0.53378  7.61795  0.406
H  2.93096  1.62212  0.83772  0.190
C  2.96025  -7.05443  -5.53790  -1.100
C  -3.92821  0.94019  0.67495  -0.325
H  0.38902  0.48356  -1.11707  0.105
O  1.72927  -5.17262  -4.49730  -0.360
O  -1.54356  4.46456  -2.33532  -0.539
H  5.29088  2.69375  0.57156  0.342
C  -4.88849  0.97678  1.63053  -1.048
H  2.82499  -6.99127  -6.61693  0.284
H  1.57403  -0.67533  -4.48779  0.350
H  -0.07999  -0.26380  -3.66145  0.116
N  -3.99403  -0.27039  0.05318  0.377
H  -6.38971  -0.54200  2.21845  0.461
H  -2.94849  -5.48831  -2.26735  0.221
C  2.09215  6.68553  -3.80564  -0.034
H  -1.01896  0.33499  4.18523  0.282
C  0.03150  2.93446  -0.33222  -1.911
C  -4.99442  -0.99430  0.62131  -0.335
O  0.80212  2.77964  9.20140  -0.530
H  0.56775  3.96736  -3.32976  -0.013
H  -1.21387  0.57750  5.88952  0.022
H  0.01187  3.95027  -0.71641  0.310
H  -0.18602  2.92677  11.55229  0.344
N  1.96084  0.53641  5.55043  -0.118
H  1.93208  -0.14693  3.18609  0.531
H  -1.79977  2.38357  11.11325  0.349
H  -1.28616  -0.46625  -0.05057  -0.182
H  1.76871  3.56681  -1.94719  0.788
C  -2.42237  1.42979  8.83555  -0.471
O  -2.85061  -8.21567  -2.62137  -0.378
H  -5.11428  1.80005  2.27823  0.472
H  -0.34844  1.79729  4.96714  0.347
H  -1.23576  -5.25251  -2.66077  0.163
C  0.86932  3.43351  -4.22027  -0.977
H  -3.71789  -1.63632  -1.44091  0.428
C  1.26472  1.57851  2.10162  -0.966
H  2.86011  3.83721  -5.06863  0.361
H  3.17958  -0.50378  -4.63490  0.335
H  1.62481  2.39165  4.56540  0.422
H  3.22186  0.87777  2.65996  0.657
C  0.69197  -0.09844  5.33916  0.569
H  -1.27088  4.02004  10.68594  0.295
H  -3.32940  3.32573  9.36691  0.281
C  2.02215  5.61341  -4.33196  -0.435
H  -5.22430  -6.40151  -2.85464  0.231
C  1.73928  -6.47166  -4.86876  0.772
C  -4.80439  -7.06443  -3.61016  -0.868
H  5.45377  4.38699  0.86472  0.391
H  -0.11104  -1.94897  -1.93447  0.327
H  1.02368  1.97398  6.82565  0.404
O  1.92656  -0.94498  -1.44849  -0.543
C  -1.96737  -5.96645  -2.27857  -0.543
C  3.15310  -3.71553  -5.84820  -0.929
H  -1.58161  0.38485  -3.12998  1.189
C  3.54860  2.66309  -1.39116  -0.149
H  3.36633  -4.46503  -6.60981  0.359
C  2.22700  0.89274  3.09159  -1.129
H  -0.49745  2.97553  0.60832  0.483
H  1.72759  0.50030  0.33796  -0.422
C  -0.95443  2.98261  10.78647  -1.239
C  -0.34034  2.54166  9.47894  0.865
P  -1.90540  2.92199  -2.47117  0.542
H  0.99965  2.58953  2.39293  0.767
N  1.41532  2.56236  -0.23430  0.956
C  1.89531  4.31912  -4.96884  -1.158
H  2.04258  7.61898  -3.31318  0.433
O  0.73720  -7.10828  -4.69881  -0.537
H  3.01102  4.47940  -0.30507  0.202
H  3.95574  1.81931  -0.85743  0.520
H  -1.63782  -1.83937  -2.73162  0.734
H  4.00133  -3.03307  -5.78865  0.309
N  2.45302  -0.81920  -4.00087  -0.180
C  -3.47376  2.50565  8.66416  -1.024
C  -0.53218  0.73398  5.06190  -0.775
H  3.02824  -8.10174  -5.25769  0.330
H  0.33548  1.00874  2.08504  -0.141
C  -0.79438  2.05223  -1.33954  1.416
O  0.58467  -1.29024  5.42799  -0.578
H  2.32108  1.87859  -4.39925  1.101
C  -3.21369  -0.75592  -1.06662  -0.835
C  2.02492  2.58887  -1.55314  -2.374
H  -2.17773  -7.00300  -4.17997  0.381
H  -2.34055  5.01199  -2.33533  0.365
H  -4.46896  2.09053  8.82248  0.384
H  -1.77263  -2.11023  -0.23414  0.559
H  0.70883  1.32689  -4.56528  0.226
O  -3.30043  2.72120  -1.71842  -0.336
H  2.75674  1.78930  7.04357  0.320
C  -0.64648  -0.01413  -2.77810  -0.951
C  2.89349  -4.34362  -4.49596  -0.091
H  -2.45925  0.96804  9.82190  0.391
N  0.09461  1.00950  -1.94747  0.864
H  3.27324  1.86360  4.69711  0.543
C  4.72072  3.60703  0.70366  -1.430
H  -0.01396  3.40297  -4.84097  0.951
O  -1.10334  1.91306  8.55530  -0.281
P  2.68252  0.03701  -2.54196  -0.304
C  1.83942  1.25565  6.83911  -1.111
H  -4.00536  3.05015  -2.29847  0.419
H  -4.12719  -6.49873  -4.24494  0.290
H  4.10522  3.53601  1.59233  0.311
H  -3.42401  2.92215  7.65774  0.303
C  -1.77224  -1.15491  -0.74605  -0.210
H  1.53848  4.50179  -5.97751  0.433
C  -1.96067  -7.21695  -3.13412  -0.537
H  2.67153  -3.56294  -3.77045  -0.024
O  -1.92946  2.43328  -3.85176  -0.736
H  -0.97756  -7.67229  -3.11273  0.257

Forces on atoms 1 to 3 (eV/Å):
-0.02 0.07 -0.17
0.06 0.00 -0.02
-0.09 -0.26 0.49

Values from the calculation:
E_tot	-102694.34299	eV
HOMO level	-10.61	eV
2S+1	1
charge	+1

(2)
Formula: C39H74BrClN2O12P
Source: the OMol25 dataset
Level of theory: ωB97M-V with the def2-TZVPD basis set

Last column: Mulliken charge in e.
Cartesian coordinates (Å):
H  -1.85946  -1.11507  -0.55272  0.521
C  5.54959  1.98656  0.06089  -0.678
C  -5.62829  2.81322  -6.45159  -0.234
C  -6.30651  4.54341  -4.85757  -0.270
C  2.71654  -0.91229  1.49906  -0.837
O  2.99060  -4.58123  7.49559  -0.294
H  7.04263  0.75439  0.96793  0.402
H  0.75178  4.64585  -2.58243  0.304
C  -0.09322  -2.61622  1.13864  -2.251
H  -7.80379  4.46039  -3.35877  0.381
H  -1.63583  1.06650  -4.44338  0.394
H  4.13349  -4.26883  5.78520  0.243
H  4.13610  6.03411  1.41458  0.211
C  0.29183  -0.60656  -0.35841  -1.101
H  -5.77902  5.30291  -4.27462  0.421
H  -6.48980  3.28949  -3.12952  0.304
H  3.23611  -1.50394  2.25996  0.638
C  2.10927  -1.59176  -2.88499  -0.608
C  -6.29931  3.28028  -7.72652  -0.606
H  4.75512  -2.62258  -0.07865  0.523
H  4.99196  -4.06417  7.33587  0.299
H  -0.65690  -6.98373  6.35593  0.365
H  1.25749  7.85749  1.49396  0.387
H  3.46202  -2.83416  -3.32009  0.281
C  -0.13527  -1.88266  2.48644  -0.578
H  2.46972  4.29846  -2.30217  0.375
O  0.04064  -5.36262  -2.37340  -0.511
H  0.82111  -6.25215  4.57807  0.388
C  2.75513  -3.28493  0.60513  0.030
C  -1.14908  -0.34160  -0.83605  -1.197
C  -7.85575  5.04719  -8.10960  -0.813
C  4.19146  2.16841  -0.16737  -0.603
H  -6.39055  2.40949  -8.38890  0.375
H  0.40281  -0.03652  0.56308  0.940
H  -4.67335  2.36904  -6.74792  0.399
H  -8.20261  4.91982  -9.13999  0.295
H  -8.16286  0.77229  -4.70081  0.239
C  1.05038  -5.93124  5.59940  -0.212
C  0.42508  -6.95481  6.52451  -0.680
C  1.03457  -2.62949  -2.57934  -1.170
H  4.53099  -5.68473  6.77673  0.249
O  -1.13444  -2.49161  3.29444  -0.631
C  0.97114  6.80094  1.48784  -0.563
C  0.88780  -3.09440  -1.12936  0.628
H  1.25222  -3.48856  -3.21703  0.962
Cl  3.02969  -4.87117  -1.71724  0.016
H  -0.67750  3.54377  -1.44706  0.727
C  4.23950  -3.39653  0.48743  -0.960
H  -0.93289  2.52722  -3.72910  0.219
C  1.55374  4.68810  -1.83763  -0.395
H  -8.68490  1.41445  -3.13122  0.295
C  3.72464  0.11867  1.02657  -0.622
H  -6.94706  1.26068  -3.50689  0.296
H  2.40933  -3.73345  1.53634  0.649
H  0.27706  -4.34742  7.73325  0.058
O  1.24798  3.87313  -0.71760  -0.274
H  -0.40658  -0.83421  2.38912  0.029
H  0.97464  -0.14358  -1.06758  -0.169
C  0.11946  6.51899  0.26903  -0.121
H  5.78733  -4.83172  0.46612  0.291
N  3.29574  -1.82896  -3.25353  -0.672
H  -0.52734  -7.79856  9.12573  0.288
C  1.81278  6.13030  -1.45774  -0.502
H  1.53206  -4.76073  -0.12202  0.718
H  2.66197  6.20674  -0.77521  0.118
C  0.74266  -3.85973  6.87678  -0.273
O  2.11205  5.96383  1.55797  -0.229
H  0.20438  -3.64001  1.38805  0.798
H  -0.24767  5.49033  0.27792  -0.095
H  -8.64098  5.53635  -7.53383  0.239
O  0.72303  -6.70835  7.88063  -0.287
O  0.69630  6.85344  -0.98106  -0.465
P  -0.52003  -4.44448  -1.14612  -0.132
H  3.82444  3.01497  -0.73188  0.316
H  3.35817  7.62511  1.40098  0.426
H  0.82004  -2.01143  3.00009  0.368
C  4.94606  -4.41104  1.00762  -0.904
H  2.58788  -2.91178  6.33106  0.276
H  2.10544  6.64459  -2.37688  0.446
H  0.83728  -7.93643  6.25535  0.374
C  0.77683  -2.02073  0.01615  3.003
H  -1.47653  0.56326  -0.32174  0.612
C  -0.37766  -6.77663  8.76563  -0.804
H  -1.13579  -2.68340  0.81606  0.374
C  2.17417  -3.47130  7.17858  -0.517
H  -1.88964  -0.73214  -2.85615  0.430
O  -7.95564  2.78018  -4.50905  -0.299
C  -7.14483  3.75185  -3.87658  -0.510
H  -1.29932  -6.42122  8.29500  0.380
H  2.24138  1.39816  0.11266  0.275
H  -2.71122  2.36484  -3.95204  0.296
O  0.53434  -4.61008  5.68530  -0.376
C  3.29356  1.23148  0.31212  0.060
H  -6.93573  5.08303  -5.56704  0.079
Br  -2.26207  -3.48369  -2.05348  -0.108
C  0.10879  3.05815  -0.86464  -1.146
H  0.19157  -2.92933  6.71693  0.461
H  6.25127  2.71049  -0.33144  0.444
H  0.37165  2.10698  -1.34526  0.142
H  -0.28519  2.85221  0.13259  0.422
H  0.07541  -2.24426  -2.92613  0.297
H  -6.20466  2.01718  -5.97553  0.122
C  3.32633  6.62518  1.84350  -0.843
H  -5.66055  4.01815  -8.22347  0.354
C  4.22179  -4.64013  6.81331  -0.692
N  2.03881  -3.99554  -0.58976  -0.010
H  2.89850  -1.59360  -0.51980  0.314
H  3.48615  6.70477  2.92342  0.279
H  -0.76048  7.16205  0.34725  0.429
H  -0.31517  0.09516  -2.81527  0.552
O  -5.27919  3.82508  -5.52198  -0.420
H  1.83629  -0.53869  -2.82824  0.515
H  2.13887  -5.93635  5.68583  0.123
C  -1.78861  1.84770  -3.69343  -0.788
H  1.88589  -0.42382  1.99814  0.799
C  -1.29330  0.01675  -2.32267  -0.956
H  2.15520  -2.80272  8.04772  0.400
H  0.19174  -6.26408  -2.06289  0.377
C  -7.93217  1.49946  -3.92186  -0.725
H  5.41470  -0.90892  1.83067  0.466
C  5.08380  -0.04280  1.26927  -0.453
H  -6.97179  5.69257  -8.10524  0.385
O  -1.93076  1.27756  -2.39646  -0.424
H  -0.15689  -6.13554  9.61843  0.245
C  2.28202  -1.84869  0.34375  -0.049
H  0.35408  6.61086  2.37532  0.364
O  -7.59492  3.79877  -7.50392  -0.298
H  4.75040  -4.82641  1.99311  0.292
C  5.98439  0.89529  0.78812  -0.793
H  -0.74607  -3.28243  3.68563  0.356

Forces on atoms 1 to 3 (eV/Å):
0.09 -0.10 0.06
-0.17 0.30 -0.12
0.03 -0.20 0.06

Values from the calculation:
E_tot	-161031.73496	eV
HOMO level	-10.31	eV
2S+1	1
charge	+1